Computed, not measured: the molecule C2H6N4O2 in a non-equilibrium geometry, with ωB97M-V/def2-TZVPD.

Values from the calculation:
- Structure (SMILES): [H]/N=C/N(O)C(=O)NN
- ΔE to the lowest compared entry with this formula, charge and spin: 361.7 kJ/mol

Each line ends with the natural charge from an NBO analysis.
Atoms and positions in Å:
C: -0.649 0.750 -0.201  0.748
C: 0.870 -0.945 -0.293  0.224
H: -1.425 -1.996 0.051  0.347
H: -1.617 -1.119 1.497  0.369
H: -2.364 0.051 -0.819  0.387
H: 2.282 0.550 0.627  0.499
H: 0.114 -1.515 -0.990  0.202
H: 2.449 -1.890 -1.154  0.381
N: -1.933 -1.288 0.572  -0.618
N: -1.594 -0.213 -0.255  -0.509
N: 0.463 0.195 0.491  -0.220
N: 2.142 -1.091 -0.451  -0.730
O: -0.677 1.837 -0.675  -0.562
O: 1.389 1.147 0.830  -0.519



Computed, not measured: the molecule C21H21N3O5 in a non-equilibrium geometry, with ωB97M-V/def2-TZVPD.

Values from the calculation:
- Structure (SMILES): COC(=O)[C@@H]1CCCCN1C(=O)c1cc(COc2cccc3cnccc23)on1
- ΔE to the lowest compared entry with this formula, charge and spin: 282.2 kJ/mol

Each line ends with the natural charge from an NBO analysis.
Atoms and positions in Å:
C: 3.248 3.742 0.636  -0.260
H: 3.714 2.773 0.475  0.197
H: 3.660 4.484 -0.050  0.194
H: 3.408 4.083 1.660  0.196
O: 1.860 3.561 0.386  -0.508
C: 1.078 4.618 0.620  0.789
O: 1.478 5.668 1.044  -0.595
C: -0.373 4.339 0.239  -0.156
N: -0.683 2.924 0.272  -0.405
C: -0.891 2.303 -0.906  0.659
O: -0.831 2.898 -1.973  -0.622
C: -1.203 0.849 -0.936  0.047
N: -1.628 0.088 0.045  -0.113
O: -1.829 -1.148 -0.453  -0.250
C: -1.522 -1.160 -1.759  0.280
C: -1.117 0.089 -2.133  -0.316
H: -0.806 0.445 -3.091  0.256
C: -1.685 -2.434 -2.527  -0.112
O: -1.336 -3.581 -1.794  -0.492
C: -0.038 -3.756 -1.412  0.393
C: 1.001 -2.908 -1.708  -0.316
C: 2.305 -3.193 -1.269  -0.197
C: 2.577 -4.315 -0.542  -0.193
C: 1.534 -5.208 -0.220  -0.087
C: 1.732 -6.391 0.526  0.081
N: 0.785 -7.231 0.835  -0.412
C: -0.463 -6.963 0.424  0.012
C: -0.798 -5.854 -0.306  -0.226
C: 0.212 -4.935 -0.652  -0.100
H: -1.813 -5.669 -0.619  0.231
H: -1.205 -7.695 0.713  0.195
H: 2.726 -6.642 0.877  0.187
H: 3.578 -4.534 -0.205  0.215
H: 3.093 -2.500 -1.523  0.217
H: 0.841 -2.007 -2.280  0.221
H: -1.117 -2.363 -3.464  0.201
H: -2.745 -2.577 -2.769  0.225
C: -0.721 2.343 1.595  -0.238
H: -0.980 1.289 1.517  0.259
C: -1.744 3.082 2.458  -0.404
C: -1.393 4.565 2.524  -0.404
C: -1.340 5.143 1.113  -0.402
H: -1.000 6.178 1.138  0.237
H: -2.333 5.109 0.663  0.210
H: -2.133 5.104 3.117  0.215
H: -0.420 4.693 3.004  0.202
H: -1.752 2.644 3.456  0.215
H: -2.737 2.956 2.022  0.202
H: 0.273 2.439 2.047  0.188
H: -0.471 4.654 -0.811  0.283



Computed, not measured: the molecule C5H7ClO2 in a non-equilibrium geometry, with ωB97M-V/def2-TZVPD.

Values from the calculation:
- ΔE to the lowest compared entry with this formula, charge and spin: 572.9 kJ/mol

Each line ends with the natural charge from an NBO analysis.
Atoms and positions in Å:
C: 2.655 -0.774 0.467  -0.164
C: 2.833 0.342 -0.352  -0.401
C: 0.452 -0.584 0.005  0.651
C: -2.211 0.775 0.500  -0.629
C: -1.809 0.071 -0.799  -0.042
O: 1.394 -1.362 0.481  -0.389
O: -0.762 -0.947 -0.433  -0.478
Cl: 4.416 0.808 -0.095  -0.041
H: 3.264 -1.490 1.065  0.193
H: 0.603 0.476 -0.384  0.205
H: -3.093 1.268 0.247  0.226
H: -2.452 0.105 1.323  0.233
H: -1.508 1.420 0.770  0.216
H: -1.317 0.580 -1.553  0.199
H: -2.465 -0.689 -1.241  0.220



Computed, not measured: the molecule C4H4ClF3 in a non-equilibrium geometry, with ωB97M-V/def2-TZVPD.

Values from the calculation:
- Structure (SMILES): FC[C@@]1(Cl)CC1(F)F
- ΔE to the lowest compared entry with this formula, charge and spin: 230.2 kJ/mol

Each line ends with the natural charge from an NBO analysis.
Atoms and positions in Å:
C: 0.444 1.183 -0.843  0.036
C: 0.137 0.399 0.458  -0.196
C: -1.042 -0.580 0.221  -0.508
C: 0.325 -1.124 0.687  0.681
H: 0.118 2.241 -0.924  0.214
H: 1.623 1.100 -1.054  0.196
H: -2.032 -0.889 1.001  0.251
H: -1.110 -0.748 -0.944  0.289
F: -0.158 0.488 -1.965  -0.381
F: 0.365 -1.681 1.829  -0.280
F: 0.979 -1.821 -0.287  -0.334
Cl: 0.350 1.431 1.822  0.032



Computed, not measured: the molecule C8H8F3NO3 in a non-equilibrium geometry, with ωB97M-V/def2-TZVPD.

Values from the calculation:
- ΔE to the lowest compared entry with this formula, charge and spin: 426.4 kJ/mol

Each line ends with the natural charge from an NBO analysis.
Atoms and positions in Å:
C: 0.811 1.548 -0.188  0.618
C: 0.332 -0.685 -1.337  -0.417
C: -1.655 -1.369 0.176  -0.470
C: -1.207 -0.543 -1.026  -0.237
C: 1.337 0.152 -0.512  0.180
C: -1.603 -0.097 1.057  -0.026
C: -1.529 0.763 -0.212  0.424
C: 1.775 -0.386 0.825  0.793
N: -0.505 1.790 -0.192  -0.578
O: 1.571 2.501 0.009  -0.625
O: 2.694 0.261 1.504  -0.631
O: 1.187 -1.354 1.507  -0.533
F: 2.544 0.440 -1.284  -0.341
F: -2.710 0.142 1.855  -0.386
F: -2.686 1.365 -0.755  -0.369
H: 0.488 -1.827 -1.047  0.227
H: 0.650 -0.529 -2.289  0.238
H: -2.642 -1.745 0.135  0.206
H: -1.084 -2.298 0.324  0.178
H: -1.735 -0.636 -1.876  0.228
H: -0.854 2.708 -0.042  0.427
H: 3.167 1.028 0.977  0.572
H: 1.657 -1.229 2.390  0.522



Computed, not measured: a structure of composition C40H31F5IrN6O3SSe in a non-equilibrium geometry, with ωB97M-V/def2-TZVPD.

Values from the calculation:
- Multiplicity: 2
- ΔE to the lowest compared entry with this formula, charge and spin: 239.9 kJ/mol
- Charge: +2

Each line ends with the Löwdin charge.
Atoms and positions in Å:
Ir: 1.001 -0.523 -0.975  1.149
N: -1.877 -2.594 -3.593  0.133
C: -2.507 -3.664 -3.031  -0.241
C: -3.445 -4.405 -3.766  -0.003
C: -4.092 -5.474 -3.192  -0.052
C: -3.830 -5.838 -1.863  -0.056
C: -2.897 -5.142 -1.129  -0.084
C: -2.229 -4.057 -1.698  -0.422
S: -1.055 -3.174 -0.769  1.045
N: -0.501 -1.991 -1.739  -0.453
C: -0.898 -1.810 -3.035  -0.291
C: -0.290 -0.787 -3.801  -0.178
C: -0.487 -0.630 -5.199  0.035
C: 0.136 0.385 -5.871  -0.002
C: 0.962 1.272 -5.168  0.012
C: 1.146 1.055 -3.818  -0.081
N: 0.554 0.072 -3.155  0.033
H: -2.155 -2.359 -4.538  0.140
H: -3.652 -4.126 -4.790  0.120
H: -4.804 -6.045 -3.767  0.116
H: -4.362 -6.664 -1.417  0.116
H: -2.670 -5.425 -0.112  0.114
H: -1.089 -1.333 -5.753  0.121
H: 0.000 0.495 -6.936  0.132
H: 1.457 2.089 -5.663  0.127
H: 1.802 1.692 -3.240  0.123
C: -3.242 2.665 5.063  -0.052
O: -2.557 2.563 3.828  -0.085
C: -2.129 3.695 3.227  -0.211
C: -2.373 4.990 3.673  -0.002
C: -1.869 6.071 2.974  -0.061
C: -1.129 5.882 1.813  -0.073
C: -0.882 4.602 1.351  -0.030
C: -1.364 3.502 2.050  -0.158
N: -1.222 2.185 1.593  0.172
C: -0.194 1.628 0.899  -0.306
N: 1.002 2.231 1.013  0.176
C: 2.206 1.943 0.392  -0.155
C: 2.402 0.897 -0.527  -0.260
C: 3.640 0.878 -1.179  -0.186
C: 4.661 1.761 -0.871  -0.061
C: 4.482 2.737 0.096  0.000
C: 3.260 2.843 0.730  -0.208
O: 2.949 3.784 1.656  -0.087
C: 3.882 4.824 1.909  -0.041
N: -0.373 0.559 0.147  -0.025
C: -1.622 -0.104 0.219  -0.283
C: -2.541 -0.065 -0.823  -0.041
C: -3.720 -0.785 -0.735  -0.076
C: -3.993 -1.537 0.398  -0.064
C: -3.107 -1.559 1.463  -0.018
C: -1.918 -0.840 1.393  -0.277
O: -0.986 -0.751 2.370  -0.088
C: -1.166 -1.444 3.589  -0.042
H: -3.416 1.643 5.393  0.095
H: -4.199 3.176 4.944  0.103
H: -2.635 3.188 5.805  0.104
H: -2.963 5.164 4.557  0.113
H: -2.069 7.071 3.323  0.114
H: -0.765 6.731 1.257  0.109
H: -0.354 4.451 0.421  0.117
H: -1.989 1.583 1.860  0.147
H: 1.061 3.031 1.641  0.147
H: 3.833 0.153 -1.960  0.043
H: 5.607 1.688 -1.385  0.117
H: 5.288 3.406 0.347  0.116
H: 4.146 5.350 0.990  0.105
H: 4.784 4.442 2.388  0.103
H: 3.382 5.507 2.593  0.103
H: -2.321 0.533 -1.695  0.119
H: -4.430 -0.746 -1.545  0.112
H: -4.916 -2.093 0.459  0.118
H: -3.349 -2.127 2.349  0.117
H: -0.292 -1.195 4.185  0.102
H: -1.197 -2.524 3.437  0.102
H: -2.069 -1.118 4.110  0.101
F: 5.818 -4.701 2.585  0.182
C: 5.137 -4.099 1.625  -0.094
C: 5.678 -3.990 0.342  -0.120
F: 6.876 -4.487 0.087  0.167
C: 4.944 -3.372 -0.661  -0.230
F: 5.440 -3.255 -1.889  0.108
C: 3.675 -2.846 -0.415  -0.419
Se: 2.642 -2.173 -1.837  1.038
C: 3.168 -2.935 0.879  -0.218
F: 1.951 -2.401 1.119  0.041
C: 3.874 -3.563 1.893  -0.120
F: 3.345 -3.667 3.108  0.151



Computed, not measured: a structure of composition C9H17N9O2PdSSe2, with ωB97M-V/def2-TZVPD.

Values from the calculation:
- ΔE to the lowest compared entry with this formula, charge and spin: 116.3 kJ/mol
- Charge: -2

Each line ends with the natural charge from an NBO analysis.
Atoms and positions in Å:
Pd: -0.439 0.135 0.450  0.620
O: -3.673 -0.565 3.709  -0.791
C: -3.236 -1.290 2.548  -0.099
C: -2.167 -2.335 2.874  -0.166
C: -2.632 -3.129 4.106  -0.045
O: -4.004 -3.519 4.083  -0.747
C: -0.767 -1.764 3.217  -0.569
Se: -0.522 0.148 2.896  -0.239
C: -2.021 -3.228 1.643  -0.552
Se: -1.411 -2.255 0.028  -0.357
H: -2.933 0.040 3.888  0.486
H: -2.863 -0.610 1.786  0.229
H: -4.115 -1.800 2.149  0.169
H: -2.444 -2.528 5.003  0.158
H: -2.048 -4.050 4.188  0.165
H: -4.498 -2.690 4.123  0.474
H: -0.025 -2.223 2.567  0.237
H: -0.477 -1.975 4.249  0.195
H: -2.974 -3.702 1.402  0.202
H: -1.290 -4.013 1.853  0.190
N: 1.954 0.305 -2.114  -0.607
C: 0.619 0.268 -2.440  0.443
N: 0.195 0.352 -3.693  -0.420
N: -1.151 0.363 -3.588  -0.136
N: -1.514 0.293 -2.357  -0.128
N: -0.401 0.228 -1.587  -0.426
C: 2.503 0.216 -0.844  0.415
N: 3.799 0.021 -0.664  -0.431
N: 3.937 0.027 0.681  -0.155
N: 2.793 0.207 1.248  -0.131
N: 1.840 0.343 0.298  -0.476
H: 2.587 0.117 -2.870  0.408
C: -2.119 3.147 -0.941  -0.750
S: -1.309 2.634 0.585  0.251
C: 0.358 3.221 0.199  -0.751
H: -1.964 4.215 -1.101  0.192
H: -3.183 2.946 -0.826  0.224
H: -1.752 2.565 -1.783  0.247
H: 0.676 2.815 -0.760  0.228
H: 1.026 2.835 0.966  0.257
H: 0.391 4.313 0.179  0.189



The highest ΔE to the lowest compared entry with this formula, charge and spin belongs to which entry?
C5H7ClO2